13
Properties=species:S:1:pos:R:3:nbo_charge:R:1 method="wB97M-V/def2-TZVPD" e_homo_ha=-0.361 de_lowest_kj_mol=39.3 total_charge=0
O 2.38290 1.09241 -0.96233 -0.52
C 0.74489 0.02161 0.36450 -0.51
C 2.06899 0.09366 -0.35685 0.44
C -0.46715 -0.33892 -0.51038 -0.38
C -1.75682 0.06936 0.20322 -0.60
H -1.87902 -0.47602 1.14653 0.20
H 0.60557 1.06189 0.67249 0.23
H -1.73245 1.13942 0.44305 0.20
H -2.64182 -0.11611 -0.41359 0.21
H -0.38385 0.20670 -1.45644 0.21
H -0.49047 -1.40846 -0.75754 0.20
H 2.77342 -0.76199 -0.29551 0.11
H 0.79085 -0.63377 1.24441 0.21